# 1
C26H36IN7PdS as an isolated structure in a non-equilibrium geometry, computed with the ωB97M-V functional and the def2-TZVPD basis.

* LUMO energy (alpha / beta): -0.602 / -0.601 eV
* HOMO level (alpha / beta): -5.532 / -5.537 eV

Positions of all 72 atoms, in Å:
1 Pd -0.3741 0.1137 -1.5997
2 N -6.5748 -0.9870 -2.9651
3 C -5.4970 -1.3772 -2.8951
4 C -4.1484 -1.8668 -2.8050
5 C -3.8436 -3.1885 -3.1230
6 C -2.5310 -3.6042 -3.0029
7 C -1.5785 -2.6914 -2.5754
8 N -1.8668 -1.4228 -2.2823
9 C -3.1299 -1.0152 -2.3908
10 H -4.6215 -3.8642 -3.4508
11 H -2.2429 -4.6197 -3.2318
12 H -0.5425 -2.9779 -2.4481
13 H -3.3319 0.0179 -2.1352
14 C -1.1632 -3.0900 4.5108
15 C -2.2697 -3.6555 3.6234
16 C -2.1014 -3.3869 2.1286
17 C -2.3760 -1.9555 1.6766
18 N -1.3861 -0.9798 2.1106
19 C -0.1852 -0.7905 1.5322
20 S 0.2917 -1.6813 0.1634
21 N 0.5987 0.1331 2.0914
22 C 1.9734 0.4298 1.6937
23 C 2.9941 -0.4671 2.3829
24 C 2.9311 -0.4452 3.9080
25 C 3.1435 0.9393 4.5096
26 H -1.2475 -3.4721 5.5285
27 H -1.1915 -2.0020 4.5734
28 H -0.1782 -3.3673 4.1290
29 H -3.2422 -3.2769 3.9560
30 H -2.3072 -4.7377 3.7694
31 H -2.7862 -4.0331 1.5714
32 H -1.0926 -3.6601 1.8091
33 H -3.3387 -1.6150 2.0656
34 H -2.4260 -1.9158 0.5876
35 H -1.6001 -0.4374 2.9305
36 H 0.2326 0.6416 2.8808
37 H 2.1469 1.4826 1.9161
38 H 2.0335 0.3311 0.6185
39 H 3.9841 -0.1418 2.0498
40 H 2.8585 -1.4892 2.0206
41 H 3.6880 -1.1290 4.2995
42 H 1.9683 -0.8499 4.2396
43 H 4.0788 1.3787 4.1574
44 H 3.1829 0.8974 5.5987
45 H 2.3440 1.6331 4.2401
46 I -1.1995 5.0070 -5.0345
47 C -1.1202 2.9750 -4.7448
48 C -1.9934 2.0289 -5.2264
49 N -1.5571 0.8432 -4.7583
50 N -0.4459 0.9608 -4.0096
51 C -0.1763 2.2575 -3.9899
52 H -2.8642 2.1140 -5.8534
53 H -1.9284 -0.0692 -4.9474
54 H 0.6594 2.6318 -3.4182
55 C 0.4237 4.3015 0.1901
56 C 1.6624 3.6434 -0.3596
57 C 2.8826 4.2893 -0.3444
58 C 4.0330 3.7030 -0.8589
59 C 3.9353 2.4366 -1.4087
60 C 2.7335 1.7447 -1.4639
61 C 2.6960 0.3628 -2.0615
62 C 1.5476 2.3379 -0.9241
63 N 0.3476 1.7599 -0.8938
64 H 0.6755 4.9980 0.9905
65 H -0.2775 3.5503 0.5632
66 H -0.1042 4.8653 -0.5866
67 H 2.9376 5.2820 0.0897
68 H 4.9825 4.2216 -0.8311
69 H 4.8227 1.9653 -1.8187
70 H 3.6292 0.1536 -2.5856
71 H 1.8711 0.2470 -2.7784
72 H 2.5517 -0.4150 -1.3031

# 2
One molecule with the formula C5H8OSSi in a non-equilibrium geometry, computed with the ωB97M-V functional and the def2-TZVPD basis.

* structure (SMILES): CO[SiH2]c1cccs1
* LUMO energy: 0.788 eV
* HOMO level: -9.093 eV

Positions of all 16 atoms, in Å:
1 C -2.7027 0.5833 0.1039
2 C -1.4407 1.3169 0.0237
3 C -2.6149 -0.7682 -0.1209
4 C -0.4105 0.4513 -0.1444
5 C 2.2027 -1.3989 0.6033
6 O 2.4871 -0.4274 -0.4038
7 Si 1.5384 0.9577 -0.7306
8 S -0.9330 -1.1618 -0.4634
9 H -3.6605 1.0889 0.1734
10 H -1.3073 2.2562 0.4735
11 H -3.2054 -1.6809 -0.2047
12 H 2.5412 -0.9254 1.5835
13 H 2.9605 -2.1682 0.2636
14 H 1.0784 -1.5988 0.5723
15 H 1.9226 1.9254 0.3077
16 H 1.5443 1.5499 -2.0371

What are the ΔE to the lowest compared entry with this formula, charge and spin values for these records? In order: 4.3, 0.0 kcal per mole.